[1]
Computed, not measured: a molecular structure, C32H57BF9HgN3O14PS at a distorted geometry, with ωB97M-V/def2-TZVPD.

Properties
- largest force on an atom (Eh/bohr) = 0.1380
- LUMO level (eV) = -6.21
- molecular weight (Da) = 1153.2
- highest occupied orbital energy (eV) = -7.278
- DFT total energy (eV) = -116672.506
- frontier orbital gap (eV) = 1.1
- ΔE to the lowest compared entry with this formula, charge and spin (eV) = 0.000

```
! RIJCOSX wB97M-V def2-TZVPD def2/J DEFGRID3
* xyz -1 1
Hg -5.4133 0.5462 -1.2015
O -9.9677 -2.1338 -4.0919
C -11.0339 -2.3708 -4.7356
O -11.5227 -3.5366 -4.8804
B -12.8681 -3.4282 -5.4851
O -12.9710 -1.9737 -5.8861
C -11.9392 -1.3402 -5.2123
O -11.7299 -0.0943 -5.2562
O -13.8956 -3.7377 -4.4415
C -14.7012 -4.7245 -4.7996
O -15.5575 -5.1890 -4.1133
C -14.2250 -5.1049 -6.1714
O -13.1862 -4.4386 -6.4734
O -14.7566 -5.9502 -6.8451
P -1.3407 -0.3788 -4.0664
F -2.5792 -1.2149 -3.3261
F -1.7361 0.7227 -2.9332
F -0.2983 -0.8928 -3.0211
F -0.2263 0.4411 -4.9648
F -1.3520 -1.6913 -4.9933
F -2.4782 0.4143 -4.9742
C -4.5602 7.2618 -4.3449
F -4.4264 6.7577 -5.5256
F -3.4892 7.1855 -3.6317
F -4.9727 8.5940 -4.3293
S -6.0771 6.2290 -3.5179
O -6.3554 6.8083 -2.2134
O -7.2205 6.3547 -4.4643
O -5.7484 4.7851 -3.4456
C 9.0883 5.0498 -2.2374
C 8.0236 6.0248 -1.8591
C 7.6609 6.7405 -3.2404
C 6.2590 7.3281 -3.1158
C 5.1856 6.4207 -2.5580
C 5.5268 5.8022 -1.1835
N 6.8769 5.1531 -1.2186
O 7.3894 4.5232 -0.0832
C 5.2741 6.7556 0.0870
C 4.3634 4.8059 -0.9017
C 8.5934 7.0968 -0.9347
H 9.9378 5.6058 -2.6341
H 8.8029 4.4324 -3.0891
H 9.5004 4.4331 -1.4387
H 8.3432 7.5283 -3.5596
H 7.6218 6.0638 -4.0939
H 6.0528 7.6764 -4.1279
H 6.2969 8.2203 -2.4909
H 5.1757 5.6037 -3.2794
H 4.2344 6.9266 -2.3923
H 5.4898 6.3897 1.0908
H 5.8623 7.6657 -0.0305
H 4.3164 7.2636 -0.0273
H 4.4683 3.8278 -1.3711
H 4.4472 4.4553 0.1269
H 3.3226 5.1283 -0.9301
H 8.3519 6.7409 0.0668
H 8.2288 8.1240 -0.9281
H 9.6741 7.2387 -0.9284
H 7.4843 3.6267 -0.4131
C -3.3657 -2.4188 4.9226
C -4.5873 -1.6595 4.1232
C -5.8135 -1.5106 5.1342
C -5.5853 -0.4132 6.2302
C -5.1617 0.8409 5.5469
C -4.0157 0.7683 4.5483
N -4.1878 -0.3561 3.6067
O -3.1929 -0.5264 2.7458
C -4.0861 1.9990 3.6443
C -2.6881 0.8701 5.2887
C -5.1424 -2.5107 2.9678
H -3.3436 -3.5077 4.9677
H -3.2614 -1.8940 5.8722
H -2.3774 -2.3278 4.4719
H -6.7307 -1.4372 4.5498
H -6.0062 -2.4650 5.6243
H -4.7650 -0.6738 6.8990
H -6.4667 -0.2523 6.8510
H -4.9808 1.6058 6.3020
H -6.0649 1.1801 5.0397
H -4.8307 1.8082 2.8715
H -4.3556 2.9494 4.1049
H -3.2055 2.1245 3.0143
H -1.8242 0.6288 4.6695
H -2.6951 1.8346 5.7966
H -2.8516 0.2445 6.1662
H -5.4453 -3.5311 3.2026
H -4.4442 -2.7286 2.1597
H -5.8985 -2.0279 2.3487
H -2.5286 -1.0414 3.2096
C 5.4335 -4.3763 2.7590
C 5.4741 -4.5933 1.2744
C 6.9208 -5.1593 0.9264
C 7.0997 -6.7318 1.3358
C 5.9249 -7.5522 0.9776
C 4.4995 -6.9375 1.2483
N 4.3294 -5.4764 0.9056
O 3.0857 -4.9932 0.9882
C 3.5427 -7.7042 0.2726
C 3.9690 -7.3170 2.7169
C 5.3974 -3.2556 0.4820
H 4.4066 -4.2728 3.1097
H 5.9090 -3.4176 2.9658
H 5.9818 -5.0486 3.4189
H 7.0871 -5.0559 -0.1459
H 7.7213 -4.6991 1.5055
H 7.2997 -6.5973 2.3988
H 8.0954 -7.1339 1.1488
H 5.9612 -8.4273 1.6264
H 6.0078 -7.9633 -0.0285
H 2.5606 -7.5097 0.7037
H 3.5323 -7.2363 -0.7118
H 3.7387 -8.7753 0.3218
H 4.3535 -6.6673 3.5031
H 2.8866 -7.4410 2.7496
H 4.3436 -8.3084 2.9719
H 6.3229 -2.6800 0.4710
H 4.5255 -2.6673 0.7679
H 5.3225 -3.4347 -0.5906
H 2.9448 -4.6910 0.0880
*
```

Atom charges from the Löwdin analysis, given in e for atoms 1 to 2: atom 1 (Hg): 0.67, atom 2 (O): 0.12

[2]
Computed, not measured: a gas-phase ion, C32H57F2N2O (charge +1) at a distorted geometry, with ωB97M-V/def2-TZVPD.

Properties
- largest force on an atom (Eh/bohr) = 0.0974
- LUMO level (eV) = -2.68
- molecular weight (Da) = 523.8
- highest occupied orbital energy (eV) = -10.088
- DFT total energy (eV) = -44544.160
- frontier orbital gap (eV) = 7.4

```
! RIJCOSX wB97M-V def2-TZVPD def2/J DEFGRID3
* xyz 1 1
C 6.1928 -1.8786 1.9151
C 6.1376 -2.9825 0.6683
C 6.3056 -2.1103 -0.7158
C 6.6534 -3.0085 -2.0487
C 5.6197 -4.2528 -2.3211
C 4.6862 -4.0499 -3.6798
C 3.1008 -3.7217 -3.2760
C 3.0703 -2.4512 -2.2081
C 1.5494 -1.7885 -2.0443
C 1.4909 -1.1853 -0.4849
C 0.2084 -0.1952 -0.2684
C -0.1171 0.9668 -1.4251
C -0.6524 2.3315 -0.6175
C -2.0422 2.6364 -1.4331
C -2.9584 3.8529 -0.8333
F -2.2119 5.0059 -0.2871
C 0.5429 3.4474 -0.5552
C 1.2003 3.8668 -1.9951
C 0.2034 4.6725 -3.0158
C 0.1045 3.7248 -4.3906
C -1.0462 1.5217 0.7955
C -1.8035 2.3480 1.9878
C -3.3016 1.6395 2.2143
C -3.8736 2.1400 3.6851
N -4.7978 1.0260 4.2130
C -6.1245 1.0862 3.4364
C -6.4661 -0.4505 2.8692
C -6.7812 -1.6173 4.0214
C -7.1629 -3.1688 3.5348
C -7.1847 -3.4811 1.9212
C -6.8724 -2.3291 0.7509
C -6.4854 -0.7897 1.2343
O -6.1712 0.2768 0.2275
N 0.0030 0.4794 1.1054
C 1.2757 0.8179 1.8260
C 1.6339 -0.4730 2.8286
F 1.2396 2.0018 2.7094
H 5.8687 -0.8563 1.4461
H 7.2918 -1.7530 2.3272
H 5.4110 -2.1224 2.7695
H 5.0836 -3.5171 0.7617
H 7.0427 -3.7050 0.8436
H 5.3429 -1.4298 -0.8741
H 7.2076 -1.3584 -0.5568
H 6.6632 -2.2633 -2.9704
H 7.7495 -3.4245 -1.9009
H 4.9664 -4.4989 -1.3623
H 6.2826 -5.2181 -2.5369
H 4.7367 -5.0582 -4.2998
H 5.1349 -3.1756 -4.3189
H 2.5214 -3.4622 -4.2800
H 2.5972 -4.6801 -2.7914
H 3.8824 -1.6568 -2.5251
H 3.3941 -2.8675 -1.1547
H 0.7363 -2.6262 -2.1577
H 1.4680 -0.9325 -2.8488
H 1.5204 -2.0426 0.3252
H 2.5261 -0.6041 -0.3603
H -0.6984 -0.9706 -0.2616
H -1.0291 0.4403 -1.9874
H 0.6406 1.1047 -2.3030
H -1.8797 2.8795 -2.5908
H -2.7460 1.6714 -1.4419
H -3.7482 3.5349 -0.0269
H -3.5918 4.2758 -1.7532
H 0.2634 4.4483 0.0001
H 1.4365 2.9792 0.0835
H 2.0897 4.6221 -1.7416
H 1.7295 2.9706 -2.5714
H -0.8592 4.9010 -2.5609
H 0.7749 5.6571 -3.3722
H -0.3935 2.6717 -4.1731
H -0.3980 4.2793 -5.2896
H 1.2373 3.4755 -4.6735
H -1.9367 0.8318 0.3950
H -1.9407 3.5016 1.7740
H -1.2815 2.2747 3.0488
H -4.0561 1.8767 1.3527
H -3.1930 0.4559 2.2403
H -4.5000 3.1395 3.6090
H -2.9910 2.2562 4.4702
H -4.9899 1.1651 5.2317
H -6.9474 1.3818 4.2399
H -6.1073 1.8851 2.5687
H -6.7164 -1.3236 5.1576
H -7.3481 -3.9483 4.3942
H -7.4183 -4.5871 1.5616
H -6.9191 -2.6639 -0.3741
H -5.9899 -0.1578 -0.6766
H -0.5544 -0.2606 1.5984
H 2.2188 0.9759 1.1108
H 1.3734 -0.2502 3.9556
H 1.0800 -1.4493 2.4392
H 2.7972 -0.7001 2.6873
*
```

Atom charges from the Löwdin analysis, given in e for atoms 1 to 2: atom 1 (C): -0.16, atom 2 (C): -0.25

[3]
Computed, not measured: 2 unconnected molecules or ions with the total composition C32H58N3O3 at a distorted geometry, with ωB97M-V/def2-TZVPD.

Properties
- largest force on an atom (Eh/bohr) = 0.1238
- LUMO level (eV) = -2.44
- molecular weight (Da) = 532.8
- highest occupied orbital energy (eV) = -11.098
- DFT total energy (eV) = -44712.372
- frontier orbital gap (eV) = 8.7

```
! RIJCOSX wB97M-V def2-TZVPD def2/J DEFGRID3
* xyz 1 1
C 3.2887 1.3649 3.6989
C 3.5338 1.3518 2.2008
C 2.3360 1.9534 1.2602
C 2.0794 1.1406 -0.1483
C 3.2922 0.0435 -0.5010
N 3.1350 -0.6036 -1.8595
C 4.4217 -1.3872 -2.1546
O 2.1515 2.1428 -1.2246
C 0.8492 2.4277 -1.8310
C 1.0484 3.8183 -2.7390
C -0.0359 4.0394 -3.9440
C 0.1839 5.3998 -4.8921
C 1.4880 6.3632 -4.5183
C 2.3957 5.8959 -3.2373
N 2.2206 4.6811 -2.3704
C -0.4190 2.4953 -0.7992
C -0.4629 3.8484 0.1496
C -1.8340 4.0097 1.0360
C -3.1287 4.5206 0.1638
N -0.5429 1.1907 0.0164
C -1.8912 0.5322 -0.1591
C -2.1830 -0.0993 -1.6414
C -3.6972 0.4436 -2.1020
C -4.8937 -0.1774 -1.1118
C -5.3124 -1.7225 -1.5018
C -5.7309 -2.6127 -0.1491
C -4.5813 -3.7064 0.2846
C 0.6521 0.2676 -0.1516
C 0.6684 -0.9345 0.9628
C 1.1202 -2.4068 0.4108
C 0.2279 -3.0049 -0.8258
C 1.1945 -3.7837 -1.9472
O 1.1404 -2.9593 -3.2002
H 3.6414 0.4889 4.3933
H 2.6689 2.2601 4.1860
H 4.5451 0.8843 1.8445
H 1.3894 2.0713 1.9391
H 2.6670 3.0645 0.9743
H 3.4758 -0.7299 0.3559
H 4.2811 0.7094 -0.5588
H 3.1169 0.1369 -2.6133
H 5.3243 -0.6169 -2.2799
H 4.6145 -2.1558 -1.2889
H 4.2699 -1.9614 -3.1858
H 0.6551 1.5705 -2.6386
H -0.9266 3.3187 -4.2025
H -0.5395 5.6625 -5.7764
H 1.7873 7.3341 -5.1054
H 3.3332 6.5921 -2.9861
H -1.3961 2.5677 -1.4819
H -0.4361 4.7889 -0.5863
H 0.4584 3.9726 0.8587
H -1.6288 4.7362 1.9608
H -2.0833 2.9635 1.4948
H -4.0230 3.7623 0.3748
H -3.4866 5.5548 0.6269
H -2.8839 4.5800 -0.9818
H -0.5095 1.5185 1.0290
H -2.6995 1.3972 -0.0022
H -2.1550 -0.2911 0.6297
H -2.3384 -1.2721 -1.4801
H -1.3610 0.1120 -2.4470
H -3.7874 1.6149 -2.0426
H -3.9241 -0.0009 -3.1693
H -5.8862 0.4830 -1.1511
H -4.5777 -0.1955 0.0230
H -4.5291 -2.2912 -2.1593
H -6.3186 -1.6642 -2.1368
H -5.9656 -1.9371 0.7828
H -6.7247 -3.2448 -0.3427
H -5.0336 -4.8048 0.3705
H -4.2435 -3.4325 1.3945
H -3.6273 -3.7003 -0.3933
H 0.5963 -0.2725 -1.2149
H 1.4658 -0.6377 1.8006
H -0.3457 -1.0827 1.5458
H 2.2460 -2.5083 0.1069
H 0.9652 -3.1632 1.3220
H -0.4715 -3.8696 -0.3944
H -0.3740 -2.2113 -1.4388
H 2.3233 -3.8081 -1.6399
H 0.8215 -4.8630 -2.2018
H 2.0568 -2.6097 -3.4233
C 2.0745 -5.0766 5.2158
C 2.2176 -3.6936 5.7969
C 1.9070 -2.8153 4.6045
O 0.9824 -3.5411 3.7826
C 0.9250 -4.8963 4.2487
H 1.8847 -5.8502 5.9641
H 2.9855 -5.3449 4.6678
H 1.4652 -3.5406 6.5796
H 3.2030 -3.4967 6.2266
H 2.8049 -2.6230 4.0078
H 1.4681 -1.8559 4.8935
H -0.0396 -5.0369 4.7487
H 0.9803 -5.5815 3.3983
*
```

Atom charges from the Löwdin analysis, given in e for atoms 1 to 2: atom 1 (C): -0.02, atom 2 (C): -0.14